C76H65BN2O11PS2 | ωB97M-V/def2-TZVPD

Calculated values
- LUMO level: -0.124 Eh
- Electronic energy: -137001.108 eV
- HOMO energy: -10.248 eV
- Total charge: +1

Atoms and positions in Å:
C1 -5.12 -2.78 7.62
C2 -5.91 -1.93 6.90
C3 -6.23 -0.54 7.33
C4 -7.17 -0.30 8.34
C5 -7.92 -1.40 9.01
C6 -9.47 -1.27 8.88
C7 -9.89 -0.52 7.62
S1 -11.63 -0.89 7.30
C8 -11.85 -0.03 5.74
S2 -10.81 -0.38 4.52
N1 -12.90 0.86 5.61
C9 -12.55 2.07 4.88
C10 -11.60 2.99 5.68
O1 -11.42 2.60 7.03
C11 -12.65 2.27 7.67
C12 -13.52 1.27 6.87
C13 -7.44 1.03 8.68
C14 -6.82 2.08 8.05
P1 -7.12 3.86 8.37
C15 -8.22 4.37 6.97
C16 -7.57 4.06 5.61
C17 -8.09 4.08 9.89
C18 -8.18 5.62 10.12
N2 -5.91 1.79 7.10
C19 -5.60 0.54 6.71
C20 -4.62 0.35 5.61
B1 -3.23 -0.31 6.06
O2 -2.60 -1.16 5.20
O3 -2.69 -0.08 7.30
H1 -4.05 -2.61 7.78
H2 -5.51 -3.71 8.04
H3 -6.30 -2.23 5.93
H4 -7.65 -1.49 10.06
H5 -7.66 -2.36 8.57
H6 -9.92 -0.86 9.78
H7 -9.87 -2.28 8.78
H8 -9.84 0.56 7.78
H9 -9.32 -0.82 6.74
H10 -12.14 1.87 3.89
H11 -13.48 2.62 4.70
H12 -12.03 4.00 5.68
H13 -10.63 3.05 5.19
H14 -12.44 1.87 8.66
H15 -13.21 3.20 7.81
H16 -13.83 0.44 7.48
H17 -14.45 1.78 6.60
H18 -8.17 1.25 9.45
H19 -8.39 5.44 7.07
H20 -9.14 3.79 7.06
H21 -6.53 4.37 5.58
H22 -7.65 2.99 5.42
H23 -8.12 4.55 4.81
H24 -9.12 3.73 9.80
H25 -7.62 3.63 10.76
H26 -9.13 6.02 9.78
H27 -7.98 5.88 11.16
H28 -7.42 6.12 9.52
H29 -5.45 2.56 6.63
H30 -5.07 -0.23 4.79
H31 -4.39 1.34 5.20
H32 -2.79 -0.93 4.28
H33 -1.82 0.33 7.18
C21 2.05 5.55 1.03
C22 2.71 4.45 1.58
C23 2.15 3.78 2.65
C24 0.94 4.20 3.19
C25 0.29 5.32 2.65
C26 0.85 5.98 1.56
C27 -0.98 5.83 3.23
O4 -1.55 6.79 2.76
C28 -1.54 5.12 4.42
C29 -2.70 5.60 5.01
C30 -3.24 4.94 6.10
C31 -2.62 3.80 6.61
C32 -1.46 3.33 6.02
C33 -0.91 3.98 4.93
C34 0.35 3.46 4.33
O5 0.87 2.46 4.77
H34 2.48 6.06 0.18
H35 3.65 4.12 1.16
H36 2.65 2.92 3.08
H37 0.34 6.84 1.14
H38 -3.18 6.49 4.61
H39 -4.14 5.30 6.58
H40 -3.04 3.29 7.47
H41 -0.98 2.44 6.43
C35 5.38 -0.64 0.92
C36 6.21 -1.57 0.31
C37 6.84 -1.27 -0.89
C38 6.63 -0.03 -1.49
C39 5.77 0.90 -0.89
C40 5.16 0.59 0.32
C41 5.49 2.21 -1.53
O6 4.76 3.02 -1.01
C42 6.14 2.50 -2.85
C43 5.85 3.69 -3.50
C44 6.45 3.98 -4.71
C45 7.34 3.08 -5.28
C46 7.63 1.89 -4.64
C47 7.03 1.59 -3.43
C48 7.32 0.28 -2.77
O7 8.10 -0.50 -3.27
H42 4.90 -0.88 1.86
H43 6.38 -2.54 0.77
H44 7.49 -1.99 -1.37
H45 4.51 1.32 0.79
H46 5.15 4.39 -3.05
H47 6.22 4.91 -5.22
H48 7.82 3.31 -6.23
H49 8.33 1.19 -5.08
C49 6.30 -0.08 -6.92
C50 6.63 -1.43 -6.88
C51 7.20 -2.03 -7.99
C52 7.43 -1.30 -9.14
C53 7.07 0.05 -9.19
C54 6.51 0.66 -8.07
C55 7.26 0.86 -10.43
O8 6.96 2.03 -10.46
C56 7.83 0.17 -11.62
C57 7.97 0.88 -12.81
C58 8.51 0.27 -13.93
C59 8.92 -1.06 -13.86
C60 8.79 -1.78 -12.68
C61 8.23 -1.17 -11.56
C62 8.06 -1.96 -10.32
O9 8.42 -3.12 -10.26
H50 5.86 0.39 -6.05
H51 6.45 -2.01 -5.98
H52 7.47 -3.08 -7.96
H53 6.25 1.71 -8.11
H54 7.65 1.91 -12.85
H55 8.61 0.82 -14.85
H56 9.35 -1.54 -14.73
H57 9.10 -2.81 -12.63
C63 9.50 -5.84 -8.16
C64 10.03 -6.89 -7.44
C65 9.73 -8.20 -7.79
C66 8.89 -8.45 -8.86
C67 8.34 -7.39 -9.58
C68 8.66 -6.08 -9.23
C69 7.40 -7.63 -10.71
O10 6.92 -6.71 -11.34
C70 7.05 -9.05 -11.04
C71 6.13 -9.30 -12.05
C72 5.81 -10.60 -12.38
C73 6.41 -11.66 -11.71
C74 7.32 -11.42 -10.69
C75 7.64 -10.11 -10.35
C76 8.59 -9.86 -9.23
O11 9.11 -10.79 -8.64
H58 9.74 -4.81 -7.90
H59 10.68 -6.70 -6.59
H60 10.15 -9.03 -7.23
H61 8.24 -5.25 -9.79
H62 5.68 -8.47 -12.57
H63 5.09 -10.80 -13.17
H64 6.16 -12.68 -11.97
H65 7.78 -12.24 -10.16

C76H69ClO23Si2 | ωB97M-V/def2-TZVPD

Calculated values
- SMILES: CCCCCCCCCC[SiH2]O[SiH2]Cl.O=C1C=CC(=O)C=C1.O=C1C=CC(=O)C=C1.O=C1C=CC(=O)C=C1.O=C1C=CC(=O)C=C1.O=C1C=CC(=O)C=C1.O=C1C=CC(=O)C=C1.O=C1C=CC(=O)C=C1.O=C1C=CC(=O)C=C1.O=C1C=CC(=O)C=C1.O=C1C=CC(=O)C=C1.O=C1C=CC(=O)C=C1
- LUMO level: -0.067 Eh
- Electronic energy: -155292.891 eV
- HOMO energy: -9.959 eV
- Total charge: 0

Atoms and positions in Å:
C1 -2.38 -1.54 -1.10
C2 -1.70 -2.47 -2.12
C3 -0.44 -1.84 -2.73
C4 0.79 -2.04 -1.84
C5 2.03 -1.28 -2.32
C6 1.92 0.24 -2.10
C7 2.13 0.66 -0.63
C8 0.83 1.03 0.09
C9 1.03 1.31 1.58
C10 -0.22 1.06 2.44
Si1 -1.85 1.84 1.98
O1 -1.72 2.90 0.70
Si2 -2.51 3.02 -0.72
Cl1 -1.18 3.44 -2.22
H1 -3.33 -1.15 -1.48
H2 -1.74 -0.68 -0.88
H3 -2.58 -2.03 -0.15
H4 -2.40 -2.76 -2.91
H5 -1.41 -3.41 -1.62
H6 -0.23 -2.24 -3.73
H7 -0.63 -0.77 -2.87
H8 0.55 -1.71 -0.82
H9 1.00 -3.11 -1.77
H10 2.21 -1.50 -3.38
H11 2.90 -1.65 -1.77
H12 0.92 0.58 -2.42
H13 2.62 0.76 -2.76
H14 2.81 1.51 -0.59
H15 2.60 -0.17 -0.09
H16 0.38 1.90 -0.40
H17 0.11 0.20 -0.03
H18 1.38 2.35 1.71
H19 1.83 0.67 1.96
H20 -0.01 1.34 3.48
H21 -0.42 -0.02 2.44
H22 -2.40 2.62 3.11
H23 -2.85 0.82 1.59
H24 -3.45 4.16 -0.67
H25 -3.19 1.77 -1.08
O2 4.00 -1.92 1.17
C11 4.93 -2.29 0.49
C12 4.77 -3.35 -0.54
C13 5.80 -3.73 -1.29
C14 7.15 -3.16 -1.10
O3 8.09 -3.57 -1.76
C15 7.32 -2.11 -0.07
C16 6.29 -1.70 0.66
H26 3.81 -3.82 -0.66
H27 5.71 -4.51 -2.04
H28 8.32 -1.70 0.03
H29 6.37 -0.93 1.41
O4 -3.00 -3.83 6.85
C17 -2.70 -3.37 5.77
C18 -3.66 -2.54 4.99
C19 -3.32 -2.05 3.80
C20 -1.99 -2.32 3.21
O5 -1.68 -1.86 2.12
C21 -1.04 -3.16 3.98
C22 -1.37 -3.65 5.17
H30 -4.62 -2.35 5.45
H31 -3.99 -1.44 3.21
H32 -0.07 -3.33 3.52
H33 -0.70 -4.26 5.76
O6 -6.46 4.37 -1.94
C23 -6.12 5.05 -2.89
C24 -6.98 6.14 -3.41
C25 -6.59 6.86 -4.46
C26 -5.30 6.61 -5.15
O7 -4.95 7.27 -6.10
C27 -4.44 5.52 -4.61
C28 -4.83 4.80 -3.57
H34 -7.92 6.30 -2.89
H35 -7.19 7.66 -4.87
H36 -3.50 5.36 -5.12
H37 -4.23 3.99 -3.16
O8 -6.91 -4.04 -4.56
C29 -6.77 -3.73 -3.40
C30 -7.47 -2.55 -2.83
C31 -7.33 -2.21 -1.56
C32 -6.46 -3.00 -0.64
O9 -6.32 -2.68 0.52
C33 -5.76 -4.18 -1.21
C34 -5.90 -4.52 -2.49
H38 -8.10 -2.00 -3.52
H39 -7.82 -1.35 -1.12
H40 -5.13 -4.73 -0.52
H41 -5.40 -5.37 -2.93
O10 -10.89 3.07 3.11
C35 -10.54 3.74 2.16
C36 -11.41 4.83 1.64
C37 -11.03 5.57 0.59
C38 -9.73 5.32 -0.09
O11 -9.40 6.00 -1.04
C39 -8.87 4.23 0.42
C40 -9.25 3.50 1.47
H42 -12.34 4.99 2.16
H43 -11.63 6.37 0.19
H44 -7.94 4.07 -0.10
H45 -8.65 2.70 1.87
O12 4.34 -10.41 -2.38
C41 3.93 -9.28 -2.19
C42 3.18 -8.93 -0.95
C43 2.75 -7.69 -0.74
C44 3.00 -6.61 -1.72
O13 2.64 -5.47 -1.51
C45 3.72 -6.97 -2.97
C46 4.14 -8.20 -3.19
H46 3.03 -9.74 -0.25
H47 2.22 -7.40 0.16
H48 3.87 -6.16 -3.68
H49 4.68 -8.49 -4.09
O14 -7.83 -3.71 11.39
C47 -7.52 -3.27 10.31
C48 -8.46 -2.43 9.52
C49 -8.12 -1.94 8.33
C50 -6.78 -2.22 7.74
O15 -6.48 -1.78 6.66
C51 -5.84 -3.06 8.52
C52 -6.18 -3.55 9.71
H50 -9.42 -2.24 9.98
H51 -8.78 -1.32 7.74
H52 -4.88 -3.25 8.06
H53 -5.52 -4.17 10.31
O16 10.67 -9.17 0.17
C53 9.58 -8.69 -0.03
C54 8.36 -9.54 -0.04
C55 7.15 -9.02 -0.26
C56 6.98 -7.57 -0.51
O17 5.88 -7.09 -0.71
C57 8.20 -6.71 -0.51
C58 9.40 -7.24 -0.29
H54 8.52 -10.59 0.15
H55 6.25 -9.61 -0.27
H56 8.04 -5.66 -0.71
H57 10.31 -6.64 -0.29
O18 5.96 -3.30 -6.22
C59 6.75 -2.43 -5.95
C60 6.94 -1.25 -6.84
C61 7.80 -0.29 -6.53
C62 8.62 -0.35 -5.29
O19 9.40 0.53 -5.01
C63 8.43 -1.53 -4.40
C64 7.56 -2.49 -4.71
H58 6.33 -1.23 -7.73
H59 7.96 0.58 -7.16
H60 9.03 -1.55 -3.50
H61 7.41 -3.35 -4.08
O20 -0.17 6.32 3.13
C65 0.40 6.57 2.09
C66 0.37 5.62 0.94
C67 1.01 5.89 -0.19
C68 1.79 7.15 -0.35
O21 2.39 7.38 -1.38
C69 1.82 8.10 0.79
C70 1.18 7.82 1.92
H62 -0.20 4.71 1.09
H63 1.00 5.22 -1.04
H64 2.39 9.01 0.65
H65 1.18 8.49 2.77
O22 8.68 12.26 0.98
C71 7.51 11.96 0.90
C72 6.45 13.01 0.75
C73 5.17 12.68 0.67
C74 4.73 11.26 0.70
O23 3.56 10.97 0.62
C75 5.78 10.22 0.84
C76 7.06 10.55 0.93
H66 6.81 14.03 0.73
H67 4.38 13.42 0.56
H68 5.43 9.20 0.86
H69 7.85 9.81 1.03